(1)
The following is a quantum chemistry calculation of an isolated molecule of H6S2Si2 at a distorted geometry, from the Open Molecules 2025 dataset.

For the electronic energy, the calculation gives -1378.914373 Ha. The SMILES is [SiH3]SS[SiH3]. The relative energy (zero: lowest compared OMol25 entry of this formula, charge and spin) comes out at 10.7 kcal per mole. The HOMO energy is -9.1 eV. For the gap between HOMO and LUMO, the calculation gives 9.202 eV. The value obtained for the LUMO energy is 0.083 eV.

```
! RIJCOSX wB97M-V def2-TZVPD def2/J DEFGRID3
* xyz 0 1
Si 2.29058 -0.02883 0.59568
S 1.22945 0.80508 -1.02595
S -0.66511 -0.08377 -0.75860
Si -2.19479 0.83327 0.73608
H 1.59209 0.44041 1.89740
H 2.46719 -1.52740 0.81058
H 3.62699 0.70952 0.55104
H -3.19726 0.21944 -0.03493
H -1.48452 0.36483 1.94724
H -2.46920 2.37328 0.97809
*
```

=====

(2)
The following is a quantum chemistry calculation of a cluster of 2 separate species, C2H6O4 in total at a distorted geometry, from the Open Molecules 2025 dataset.

For the electronic energy, the calculation gives -380.670497 Ha. The SMILES is O=COCO.O. The relative energy (zero: lowest compared OMol25 entry of this formula, charge and spin) comes out at 65.8 kcal per mole. The HOMO energy is -9.5 eV. For the gap between HOMO and LUMO, the calculation gives 9.750 eV. The value obtained for the LUMO energy is 0.232 eV.

```
! RIJCOSX wB97M-V def2-TZVPD def2/J DEFGRID3
* xyz 0 1
O -0.42426 0.04938 1.82246
C -0.10424 0.09401 0.62507
O 1.10686 -0.03546 0.09474
C 1.24806 -0.17500 -1.26988
O 1.31302 1.02458 -1.95387
H -0.92208 0.06787 -0.12200
H 0.37809 -0.70245 -1.70621
H 2.16348 -0.69307 -1.61492
H 1.34126 0.76282 -2.89784
O -2.37965 -0.33111 2.30986
H -1.46710 -0.69600 2.26103
H -2.25345 0.63442 2.45155
*
```